Record 1
{
  "formula": "C3H3NO2",
  "method": "wB97M-V/def2-TZVPD",
  "species": ["C", "C", "C", "N", "O", "O", "H", "H", "H"],
  "xyz": [[1.72865, -0.30206, 0.01310], [-0.68381, -0.39439, 0.03974], [0.47299, 0.54047, 0.02895], [2.64786, -0.94122, -0.05904], [-1.92839, 0.29009, 0.00985], [0.46466, 1.69557, 0.10114], [-0.58276, -1.06314, -0.97467], [-0.55278, -1.06230, 0.96651], [-1.56640, 1.23698, -0.12558]],
  "nbo_charge": [0.141, -0.171, 0.498, -0.242, -0.689, -0.457, 0.213, 0.227, 0.480],
  "e_lumo_ev": -0.350,
  "e_above_lowest_ev": 2.282,
  "multiplicity": 1,
  "charge": 0,
  "smiles": "N#CC(=O)CO"
}

Record 2
{
  "formula": "C42H54BF4N10OPdSbSi3",
  "method": "wB97M-V/def2-TZVPD",
  "species": ["Pd", "C", "Sb", "C", "C", "C", "C", "C", "C", "N", "Si", "C", "C", "C", "C", "C", "C", "C", "C", "C", "N", "Si", "C", "C", "C", "Si", "C", "C", "C", "H", "H", "H", "H", "H", "H", "H", "H", "H", "H", "H", "H", "H", "H", "H", "H", "H", "H", "H", "H", "H", "H", "H", "H", "H", "H", "H", "H", "H", "H", "H", "H", "H", "H", "H", "H", "H", "H", "C", "N", "C", "N", "C", "N", "C", "C", "C", "C", "C", "C", "C", "N", "N", "C", "O", "C", "C", "C", "C", "C", "C", "N", "C", "N", "C", "N", "C", "H", "H", "H", "H", "H", "H", "H", "H", "H", "H", "H", "H", "H", "H", "H", "H", "F", "B", "F", "F", "F"],
  "xyz": [[0.35178, -0.02905, 0.41160], [-1.91420, -1.28240, -2.48107], [-3.01237, -0.81566, -0.68292], [-1.39041, -1.20409, 0.75287], [-2.09683, -1.01564, 2.04677], [-1.55641, -0.36660, 3.16298], [-2.23752, -0.41083, 4.36847], [-3.44043, -1.09435, 4.44585], [-3.95861, -1.62622, 3.27729], [-3.32047, -1.56259, 2.11525], [-0.90982, -3.09150, 0.61398], [-2.46987, -4.12071, 0.32048], [0.27106, -3.49211, -0.80841], [-0.19694, -3.52373, 2.30774], [-3.63324, 1.33968, -0.87516], [-2.71397, 2.18668, -0.06235], [-3.15393, 3.46412, 0.32344], [-2.32058, 4.32701, 0.99812], [-1.02480, 3.91769, 1.27801], [-0.64679, 2.66014, 0.86288], [-1.45393, 1.79939, 0.21610], [-5.49702, 1.31799, -0.27292], [-6.41347, 2.96065, -0.10106], [-6.44811, 0.21519, -1.47436], [-5.51758, 0.55897, 1.45199], [-3.51286, 1.95407, -2.73706], [-4.65027, 3.43603, -2.96449], [-1.74476, 2.53773, -3.00788], [-4.04693, 0.65093, -3.99659], [-1.01310, -1.78400, -2.14204], [-1.66674, -0.35744, -2.99407], [-2.48580, -1.93282, -3.14000], [-0.63249, 0.18412, 3.05917], [-1.83658, 0.08683, 5.24219], [-3.99247, -1.16080, 5.37209], [-4.92859, -2.11046, 3.26827], [-2.93599, -3.90920, -0.64739], [-3.21430, -3.95295, 1.09682], [-2.21249, -5.18214, 0.33081], [-0.26234, -3.82013, -1.70215], [0.89312, -4.33067, -0.48527], [0.95068, -2.67974, -1.06227], [-0.79794, -3.10931, 3.11755], [0.82650, -3.16104, 2.40890], [-0.18006, -4.60833, 2.43030], [-4.15478, 3.76821, 0.05951], [-2.67551, 5.30439, 1.29693], [-0.33060, 4.56631, 1.79260], [0.36955, 2.33008, 1.04406], [-6.29477, 3.65011, -0.93521], [-6.14063, 3.48112, 0.81801], [-7.47889, 2.73019, -0.02704], [-6.67495, 0.72560, -2.41170], [-7.40149, -0.06405, -1.02216], [-5.91603, -0.71111, -1.70698], [-4.68748, 0.91169, 2.06832], [-5.46816, -0.52721, 1.39101], [-6.44509, 0.82192, 1.96366], [-4.45063, 4.24914, -2.26593], [-5.70409, 3.16612, -2.88916], [-4.49200, 3.83304, -3.97007], [-1.61785, 3.55589, -2.63220], [-1.49121, 2.55108, -4.07007], [-1.02640, 1.90857, -2.49056], [-4.79089, -0.04329, -3.60444], [-3.22161, 0.06415, -4.39621], [-4.50081, 1.16976, -4.84313], [3.40282, 0.47215, 4.62977], [2.37007, -0.22590, 3.87851], [1.60758, 0.16795, 2.85335], [0.76016, -0.79572, 2.52404], [1.06994, -1.79021, 3.40960], [2.02472, -1.47481, 4.24130], [4.54778, 0.95068, 3.76974], [5.02500, 2.25638, 3.82437], [6.07333, 2.66163, 3.00026], [6.61690, 1.78052, 2.07777], [6.13158, 0.47712, 2.03276], [5.13343, 0.05871, 2.89884], [6.49032, -0.47071, 0.99231], [7.09491, -1.64693, 1.08451], [6.99057, -2.23534, -0.08556], [6.32461, -1.40759, -0.89365], [6.03535, -0.25116, -0.25919], [5.77801, -1.66918, -2.17240], [5.94827, -2.92347, -2.78947], [5.25103, -3.19840, -3.93817], [4.37480, -2.25395, -4.47843], [4.22479, -0.99049, -3.89898], [3.24550, 0.04207, -4.43340], [2.29443, 0.44081, -3.40253], [1.31632, -0.25097, -2.80094], [0.80040, 0.49103, -1.82460], [1.51928, 1.64932, -1.89656], [2.41649, 1.65122, -2.83664], [4.94052, -0.69124, -2.75729], [3.75728, -0.25463, 5.35899], [2.96440, 1.31057, 5.17120], [1.69041, 1.13207, 2.38144], [0.56820, -2.74294, 3.44452], [4.59904, 2.95526, 4.53388], [6.44685, 3.67426, 3.06085], [7.40792, 2.09340, 1.40896], [4.80597, -0.97284, 2.87118], [6.59277, -3.66304, -2.33349], [5.36833, -4.15747, -4.42252], [3.81127, -2.50372, -5.36957], [2.72743, -0.33477, -5.31432], [3.77735, 0.95684, -4.68710], [1.03387, -1.25587, -3.06559], [1.35096, 2.49975, -1.25826], [4.80973, 0.26507, -2.26614], [2.04678, -1.60931, 0.98481], [3.09272, -1.04467, 0.17928], [4.32088, -1.26543, 0.74368], [2.78618, 0.35907, 0.12285], [2.97497, -1.56950, -1.10574]],
  "lowdin_spin": [1.284, 0.090, 0.495, 0.360, 0.031, 0.015, -0.002, 0.013, 0.009, 0.085, 0.030, 0.022, 0.002, 0.000, 0.100, 0.021, 0.013, -0.001, 0.008, 0.001, 0.103, 0.010, -0.001, 0.014, 0.004, 0.008, 0.004, 0.000, 0.000, 0.004, 0.008, 0.002, 0.000, 0.000, 0.001, 0.001, 0.007, -0.001, 0.002, 0.000, 0.000, 0.001, 0.000, 0.000, 0.000, 0.001, 0.000, 0.001, -0.001, 0.000, 0.000, 0.000, 0.001, 0.000, 0.014, 0.000, 0.003, 0.000, 0.000, 0.000, 0.001, 0.000, 0.000, 0.000, 0.000, 0.000, 0.000, 0.000, 0.000, -0.002, 0.101, 0.009, 0.006, 0.001, 0.009, -0.001, 0.012, 0.020, 0.015, 0.183, 0.105, 0.194, 0.092, -0.011, 0.075, 0.073, -0.001, 0.125, 0.004, -0.002, 0.001, 0.006, 0.051, 0.002, 0.002, 0.088, 0.000, 0.000, 0.000, 0.000, 0.000, 0.000, 0.000, 0.001, 0.001, -0.002, 0.006, 0.000, -0.001, 0.001, 0.000, 0.003, 0.044, 0.002, 0.009, 0.012, 0.005],
  "e_lumo_ev": [-5.454, -8.707],
  "e_above_lowest_ev": 2.910,
  "multiplicity": 5,
  "charge": 2,
  "s2": 6.043
}

Record 3
{
  "formula": "C26H20Br2Cl3N2OSSbSe4SiZr",
  "method": "wB97M-V/def2-TZVPD",
  "species": ["Zr", "Br", "C", "C", "C", "Br", "C", "C", "C", "C", "N", "C", "C", "O", "H", "H", "H", "H", "C", "C", "C", "C", "C", "C", "C", "C", "S", "C", "N", "C", "C", "C", "C", "C", "C", "C", "C", "H", "H", "H", "H", "H", "H", "H", "H", "H", "H", "H", "H", "H", "H", "H", "H", "Cl", "Si", "Cl", "Cl", "Se", "Sb", "Se", "Se", "Se"],
  "xyz": [[-0.76489, 0.81098, 0.89668], [4.46891, 1.26216, 0.67882], [3.40629, 1.18598, 2.24121], [4.02697, 1.23139, 3.49694], [3.29142, 1.15159, 4.64515], [4.19338, 1.19466, 6.32039], [1.88111, 1.03721, 4.60237], [1.01759, 0.89376, 5.71058], [-0.32709, 0.78010, 5.50780], [-0.84535, 0.85179, 4.20413], [-0.06535, 0.99214, 3.15507], [1.28161, 1.03759, 3.33180], [2.03156, 1.05859, 2.10867], [1.39000, 0.96794, 0.99769], [5.10334, 1.31852, 3.54601], [1.43525, 0.85108, 6.70748], [-1.00849, 0.62481, 6.33174], [-1.90784, 0.78280, 4.01511], [-1.36845, -3.80732, -4.18221], [-0.11496, -3.30301, -3.45249], [1.13905, -3.84651, -4.15127], [-0.14910, -3.83427, -2.02007], [-0.09966, -1.77720, -3.49852], [-0.08256, -1.11330, -4.73903], [-0.11622, 0.26130, -4.83953], [-0.17337, 1.00347, -3.66541], [-0.25012, 2.72530, -3.44445], [-0.28748, 2.49911, -1.72380], [-0.25348, 1.24768, -1.34283], [-0.18266, 0.36867, -2.42426], [-0.13748, -1.02133, -2.34114], [-0.32424, 3.57732, -0.74287], [-0.35380, 4.92198, -1.12865], [-0.31655, 5.89385, -0.15155], [-0.27436, 5.50495, 1.18801], [-0.31645, 4.16661, 1.53917], [-0.35517, 3.14360, 0.58096], [-1.39918, -4.89902, -4.15271], [-1.38548, -3.49287, -5.22881], [-2.26766, -3.42850, -3.69381], [1.13303, -4.93875, -4.12710], [2.04060, -3.49932, -3.64277], [1.19341, -3.53040, -5.19593], [-0.16374, -4.92500, -2.02784], [-1.04041, -3.50173, -1.48511], [0.72193, -3.52165, -1.44135], [-0.05679, -1.69412, -5.65322], [-0.10962, 0.74496, -5.80826], [-0.16360, -1.48151, -1.36256], [-0.39267, 5.19950, -2.17737], [-0.32550, 6.94364, -0.41873], [-0.23762, 6.26390, 1.96248], [-0.35331, 3.90821, 2.59339], [-2.75393, 2.00043, 1.85970], [-3.81524, -1.44088, 1.40779], [-2.82175, -0.33913, -0.58344], [-5.82749, -1.32279, 0.57609], [-1.85989, -3.11357, 4.54625], [-1.27834, -3.63338, 2.27272], [0.07237, -1.65192, 1.34781], [-3.39056, -3.65634, 0.80688], [-0.10987, -5.63376, 1.66823]],
  "nbo_charge": [1.745, 0.040, -0.198, -0.226, -0.097, 0.005, -0.117, -0.135, -0.227, 0.111, -0.497, 0.118, 0.428, -0.773, 0.230, 0.222, 0.224, 0.248, -0.599, -0.070, -0.596, -0.624, -0.008, -0.205, -0.227, -0.221, 0.383, 0.151, -0.554, 0.120, -0.150, -0.104, -0.206, -0.255, -0.204, -0.223, -0.351, 0.203, 0.188, 0.226, 0.203, 0.213, 0.189, 0.217, 0.240, 0.227, 0.201, 0.206, 0.266, 0.196, 0.196, 0.195, 0.207, -0.508, 0.733, -0.488, -0.550, -0.777, 1.108, -0.662, -0.616, -0.773],
  "e_lumo_ev": 3.564,
  "e_above_lowest_ev": 0.000,
  "multiplicity": 1,
  "charge": -2
}

Record 4
{
  "formula": "C32H27As2MnN2O4S",
  "method": "wB97M-V/def2-TZVPD",
  "species": ["Mn", "C", "C", "As", "C", "C", "C", "C", "C", "C", "C", "C", "C", "C", "C", "C", "As", "C", "C", "C", "C", "C", "C", "C", "C", "C", "C", "C", "C", "H", "H", "H", "H", "H", "H", "H", "H", "H", "H", "H", "H", "H", "H", "H", "H", "H", "H", "H", "H", "H", "H", "H", "H", "O", "C", "O", "C", "C", "N", "N", "C", "C", "O", "O", "H", "H", "H", "S", "C"],
  "xyz": [[-1.70314, 2.30162, 0.18420], [1.91969, 1.03817, 0.34901], [1.51138, 0.52512, -1.04151], [0.32473, -1.04884, -0.94491], [1.57887, -2.37253, -0.23640], [1.04008, -3.41770, 0.50683], [1.86077, -4.39690, 1.04686], [3.23306, -4.32604, 0.85913], [3.77473, -3.29975, 0.09682], [2.95192, -2.32889, -0.45530], [0.34052, -1.59173, -2.82112], [0.22799, -2.94762, -3.12433], [0.21132, -3.36496, -4.44512], [0.28842, -2.43015, -5.46903], [0.39153, -1.07995, -5.17360], [0.40905, -0.65894, -3.85085], [0.33799, 1.65075, 1.36825], [-0.05412, 0.18689, 2.59305], [0.91080, -0.46668, 3.34685], [0.53900, -1.44078, 4.26158], [-0.79662, -1.77518, 4.42339], [-1.76829, -1.14031, 3.66096], [-1.39498, -0.16238, 2.75494], [1.06501, 3.00566, 2.54930], [2.20267, 2.81549, 3.32616], [2.66510, 3.83991, 4.13659], [1.99835, 5.05692, 4.17114], [0.86872, 5.25713, 3.39247], [0.40399, 4.23184, 2.58443], [2.57136, 1.90590, 0.24504], [2.44641, 0.27521, 0.92201], [2.38289, 0.28012, -1.64971], [0.96659, 1.32323, -1.55236], [-0.03286, -3.45174, 0.66559], [1.42607, -5.21052, 1.61383], [3.88368, -5.06934, 1.30089], [4.84188, -3.26278, -0.08171], [3.38639, -1.54845, -1.06969], [0.16686, -3.67154, -2.31944], [0.13424, -4.41769, -4.68379], [0.26114, -2.75767, -6.49995], [0.45221, -0.35113, -5.97137], [0.47864, 0.39971, -3.62478], [1.95900, -0.22005, 3.22866], [1.29813, -1.93753, 4.85086], [-1.08126, -2.52648, 5.14808], [-2.81251, -1.39804, 3.78586], [-2.14437, 0.36234, 2.16589], [2.72989, 1.87000, 3.29564], [3.55042, 3.69146, 4.74022], [2.36410, 5.85297, 4.80579], [0.36061, 6.21213, 3.41544], [-0.47238, 4.37802, 1.96180], [-4.05476, 1.39990, -4.98362], [-4.41158, 0.42675, -4.17792], [-5.23123, -0.40392, -4.46606], [-3.75975, 0.35737, -2.82613], [-4.01705, -0.65905, -1.92753], [-3.34534, -0.39020, -0.80412], [-2.65543, 0.74570, -0.89717], [-2.89627, 1.22122, -2.12791], [-2.18992, 2.49847, -2.50461], [-2.27818, 2.96125, -3.62082], [-1.49339, 2.99733, -1.52821], [-3.36726, 1.99916, -4.61070], [-4.63026, -1.53532, -2.05939], [-3.28332, -0.94844, 0.03112], [-3.91284, 3.80623, 2.35282], [-2.92909, 3.13523, 1.40766]],
  "nbo_charge": [1.000, -0.680, -0.727, 0.814, -0.240, -0.260, -0.195, -0.200, -0.203, -0.248, -0.232, -0.261, -0.183, -0.206, -0.187, -0.274, 0.896, -0.343, -0.147, -0.205, -0.186, -0.196, -0.224, -0.244, -0.230, -0.182, -0.184, -0.199, -0.240, 0.249, 0.242, 0.241, 0.227, 0.213, 0.221, 0.225, 0.223, 0.210, 0.217, 0.222, 0.225, 0.223, 0.207, 0.207, 0.230, 0.230, 0.222, 0.188, 0.212, 0.228, 0.230, 0.228, 0.197, -0.653, 0.781, -0.558, -0.228, 0.059, -0.284, -0.347, 0.052, 0.775, -0.569, -0.747, 0.515, 0.267, 0.435, 0.446, -0.297],
  "e_lumo_ev": [-4.475, -4.982],
  "multiplicity": 2,
  "charge": 1,
  "s2": 1.226
}

Record 5
{
  "formula": "C3H9FN2",
  "method": "wB97M-V/def2-TZVPD",
  "species": ["C", "C", "C", "N", "N", "F", "H", "H", "H", "H", "H", "H", "H", "H", "H"],
  "xyz": [[-1.78760, -0.54460, 0.61279], [-1.01257, -1.07198, -0.57888], [1.32817, -0.25328, -0.30360], [1.00392, 2.01132, -0.09390], [1.43460, 0.81013, 0.63054], [1.84152, -1.43326, 0.13591], [-2.05105, 0.51037, 0.30330], [-1.09047, -0.54666, 1.45331], [-2.48863, -1.31292, 1.04152], [-0.61848, -2.09759, -0.38132], [-1.20532, -0.74124, -1.60601], [1.64184, 0.05015, -1.33608], [0.27010, 1.46852, -0.64770], [1.70532, 2.36653, -0.82300], [1.02863, 0.78450, 1.59311]],
  "nbo_charge": [-0.689, -0.434, 0.348, -0.655, -0.511, -0.352, 0.222, 0.204, 0.229, 0.195, 0.195, 0.162, 0.339, 0.353, 0.392],
  "e_lumo_ev": [0.913, 0.958],
  "e_above_lowest_ev": 4.841,
  "multiplicity": 1,
  "charge": 0
}

Record 6
{
  "formula": "C5H7NO2",
  "method": "wB97M-V/def2-TZVPD",
  "species": ["C", "C", "C", "C", "C", "H", "H", "H", "H", "H", "H", "H", "N", "O", "O"],
  "xyz": [[-1.31843, 1.14368, 0.22818], [-0.54018, 0.09189, -0.33075], [-1.26587, -1.10694, -0.81298], [0.40477, 0.83080, -1.14783], [0.28668, -0.48698, 0.72678], [-0.76661, 1.82380, 1.03210], [-2.32033, 0.92349, 0.83394], [-1.52977, 1.92420, -0.78597], [-1.59409, -1.85034, 0.00493], [-2.29691, -0.88083, -1.35088], [-0.71028, -1.79882, -1.52754], [0.24678, 1.56749, -1.86239], [1.63670, 0.86348, -0.61370], [1.53045, 0.01999, 0.49228], [-0.01639, -1.34350, 1.50413]],
  "nbo_charge": [-0.572, -0.376, -0.605, 0.072, 0.806, 0.242, 0.253, 0.209, 0.265, 0.218, 0.235, 0.215, -0.049, -0.370, -0.541],
  "e_lumo_ev": 0.466,
  "e_above_lowest_ev": 3.687,
  "multiplicity": 1,
  "charge": 0,
  "smiles": "CC1(C)C=NOC1=O"
}